This record from the Open Molecules 2025 dataset describes 3 unconnected molecules or ions with the total composition C25H49BFN3O4S2 in a non-equilibrium geometry. The level of theory is wB97M-V/def2-TZVPD.

Kohn-Sham gap   0.2774 Eh
SMILES   CCCC[C@@](C#N)(C[C@H](C)F)[C@@](C#N)(CCCSC(=S)N(CC)CC)B(O)O.CC(C)O.CC(C)O
LUMO level   -1.05 eV
F_max   6.425 eV Å⁻¹

The geometry in ORCA input format:
```
! wB97M-V def2-TZVPD RIJCOSX def2/J DEFGRID3
* xyz 0 1
C -4.472 2.748 3.631
C -3.993 3.225 2.139
C -4.753 2.259 1.097
C -3.797 1.646 -0.065
C -3.302 0.121 0.269
C -2.684 0.185 1.741
N -2.193 0.108 2.847
C -4.606 -0.806 0.119
C -4.722 -2.015 1.174
C -5.215 -3.322 0.319
F -5.797 -1.720 2.095
C -2.115 -0.248 -0.798
C -2.672 0.025 -2.301
N -3.180 0.225 -3.377
C -0.806 0.684 -0.641
C 0.554 -0.104 -0.311
C 1.763 0.980 -0.075
S 3.332 0.086 -0.622
C 4.518 -0.072 0.794
S 5.769 1.070 0.870
N 4.507 -1.108 1.843
C 3.135 -1.466 2.311
C 2.376 -2.590 1.448
C 5.349 -2.295 1.506
C 5.629 -3.158 2.843
B -1.770 -1.867 -0.779
O -1.511 -2.610 0.438
O -1.677 -2.639 -2.010
H -3.887 3.259 4.470
H -5.614 2.884 3.777
H -4.299 1.604 3.719
H -2.850 3.148 2.124
H -4.342 4.329 2.057
H -5.598 2.895 0.618
H -5.257 1.392 1.661
H -4.425 1.688 -1.038
H -2.921 2.373 -0.202
H -5.589 -0.197 0.217
H -4.656 -1.265 -0.946
H -3.739 -2.331 1.663
H -4.606 -3.421 -0.665
H -4.887 -4.233 0.956
H -6.345 -3.341 0.151
H -0.625 1.235 -1.647
H -0.936 1.538 0.136
H 0.935 -0.767 -1.186
H 0.515 -0.708 0.680
H 1.564 1.884 -0.774
H 1.854 1.294 1.025
H 2.509 -0.500 2.289
H 3.155 -1.794 3.425
H 1.310 -2.685 1.903
H 2.226 -2.337 0.344
H 2.861 -3.625 1.535
H 4.983 -2.915 0.613
H 6.385 -1.874 1.190
H 4.687 -3.533 3.370
H 6.416 -3.989 2.659
H 6.143 -2.426 3.586
H -1.174 -2.025 1.154
H -1.526 -3.580 -1.728
C 7.723 4.281 3.814
C 7.587 5.066 2.520
C 6.142 5.111 2.048
O 8.396 4.463 1.512
H 7.400 3.243 3.677
H 8.768 4.247 4.135
H 7.126 4.729 4.613
H 7.958 6.085 2.667
H 5.765 4.103 1.850
H 6.061 5.669 1.111
H 5.498 5.585 2.794
H 8.076 3.560 1.374
C -2.605 -1.465 -6.097
C -2.846 -2.640 -7.031
C -3.105 -2.172 -8.455
O -3.967 -3.391 -6.569
H -3.479 -0.808 -6.061
H -2.432 -1.816 -5.076
H -1.739 -0.878 -6.416
H -1.979 -3.307 -7.016
H -3.997 -1.539 -8.501
H -3.289 -3.026 -9.113
H -2.255 -1.606 -8.845
H -4.740 -2.810 -6.579
*
```